Here is the ion H3N4 with charge +1 in a non-equilibrium geometry from the Open Molecules 2025 dataset. Energies are from wB97M-V/def2-TZVPD.

Values from the calculation:
Energy above the lowest of the compared OMol25 structures with the same formula, charge and spin   2.1653 eV
Max |F|   4.06 eV/A
HOMO-LUMO gap   10.2 eV
HOMO   -16.28 eV
Energy   -5998.238 eV
LUMO   -6.07 eV
Spin multiplicity   1
Charge   +1
SMILES   N#[N+]NN

Each line ends with the Mulliken charge.
CARTESIAN COORDINATES (ANGSTROEM)
N1 -1.5657 1.2557 -1.4497  -0.05
N2 -0.7346 0.9792 -0.7852  0.34
N3 -0.0485 0.2696 0.5007  -0.03
N4 0.5083 -0.8670 0.3323  -0.16
H1 0.3997 1.0125 1.0307  0.32
H2 -0.0713 -1.6249 -0.0275  0.30
H3 1.5121 -1.0251 0.3988  0.27